# C37H39LuN7OP

A structure of composition C37H39LuN7OP (the ωB97M-V functional and the def2-TZVPD basis, the Open Molecules 2025 dataset).

Geometry as XYZ:
```
86
Properties=species:S:1:pos:R:3:forces:R:3
C 2.83121 -2.11469 3.27291 0.051 -0.084 -0.025
C -1.42999 -1.26071 2.27790 -0.138 0.127 0.269
C -2.67517 2.66135 0.72138 -0.047 -0.092 -0.206
N 0.04780 -5.83714 -2.36119 0.038 -0.001 0.015
H 0.51671 -4.98170 0.13252 -0.006 -0.020 -0.016
H -2.29413 1.42993 -3.04871 0.031 0.023 -0.013
C -3.05134 -0.95631 -0.94290 -0.124 0.071 -0.041
H 0.51579 -2.63041 0.79074 -0.023 0.012 0.032
C 0.06173 -4.55899 -1.94934 -0.008 -0.182 -0.100
C 6.41016 0.28865 -1.58492 -0.015 -0.016 -0.050
P 2.50265 0.45292 -0.51659 -0.810 -0.206 0.227
H 7.22900 0.04597 -3.55092 -0.003 0.000 -0.005
N 0.06374 -1.88452 -1.08883 -0.238 0.138 0.148
H -1.97649 -0.55007 5.53894 0.003 -0.002 0.000
H -0.36391 -3.68528 -3.89596 -0.008 -0.025 0.004
C 1.87679 4.32665 -0.54956 -0.128 -0.051 -0.190
Lu -0.31951 0.30940 -0.33881 0.127 -0.037 -0.610
C 2.25992 -0.01859 2.25039 -0.130 0.012 0.050
C 6.32327 0.11663 -2.96352 0.013 0.010 0.021
H -6.05223 -0.51206 -2.39882 0.003 -0.011 0.008
H -3.42493 3.35466 0.33592 -0.013 0.021 0.083
O -6.11987 -1.66529 0.29271 -0.013 -0.034 -0.069
H -2.55770 -1.52111 -0.15873 -0.026 -0.003 -0.038
C 3.92696 0.12503 -2.83338 0.047 0.029 -0.098
C -4.39020 -1.16652 -1.21243 0.160 -0.060 0.042
C -4.99616 -0.39239 -2.19214 -0.097 0.033 0.018
C -0.78095 2.47764 2.21610 0.086 -0.001 -0.003
H 2.78399 4.64033 -0.05257 0.017 -0.003 -0.015
H -3.35665 2.86427 3.30841 0.011 -0.007 -0.003
H -1.38618 1.70102 4.73265 0.001 0.002 0.000
H -0.35104 -1.39634 -3.06475 -0.028 0.015 0.023
N -2.32196 -0.02178 -1.57515 0.174 0.147 0.173
C -0.10232 4.77651 -1.82089 0.000 -0.050 -0.004
H -4.67022 1.14745 -3.66168 0.000 -0.004 -0.002
N -4.79649 -3.40013 -0.34424 0.116 0.098 0.009
C 4.00814 0.29794 -1.45330 0.269 0.030 0.026
H -2.00698 2.45267 -0.12744 -0.039 -0.046 0.060
C -2.90973 0.70525 -2.53436 -0.117 -0.151 -0.051
N 2.31276 2.04005 0.09804 0.290 0.093 -0.246
C -1.40150 0.86880 4.03737 -0.006 0.000 -0.045
C 1.05406 5.22724 -1.18497 0.027 0.118 0.022
C 0.30274 -2.90236 -0.23513 0.115 -0.025 -0.067
H 3.12573 2.43595 0.55528 -0.089 0.156 0.095
C -0.17167 -2.21437 -2.37584 0.097 -0.096 -0.042
C 5.25639 0.37117 -0.82668 0.045 -0.025 -0.031
H 3.60687 -2.15591 -0.02294 0.002 0.027 -0.010
H 2.88560 -2.74828 4.14824 -0.005 0.002 0.000
C -5.20043 -2.10588 -0.35483 -0.161 0.030 0.070
C -1.07813 0.00358 1.78473 0.124 0.017 -0.138
H 1.94910 -0.46519 4.32311 0.003 0.006 0.005
H -5.34581 -4.06087 0.18232 -0.014 -0.010 -0.002
H 5.33036 0.47252 0.25022 -0.042 0.015 0.002
H -0.77121 5.45149 -2.33297 0.017 0.020 0.000
H -3.18088 1.72437 1.00074 -0.018 0.024 0.061
C -1.08750 1.07658 2.69702 -0.006 -0.199 0.159
C 2.70667 -0.48541 1.01691 0.399 -0.168 -0.017
H -3.48983 4.44539 2.51962 0.003 -0.018 -0.044
H -1.47664 -2.12502 1.62153 0.034 -0.054 -0.026
C 5.08814 0.03111 -3.58835 -0.010 0.018 0.047
H -1.30016 3.06340 -2.20630 -0.014 -0.026 -0.012
H -2.18490 4.14877 3.66483 0.013 0.008 -0.023
H 5.03061 -0.10481 -4.65956 -0.010 -0.004 -0.001
H 7.37890 0.34928 -1.10806 -0.005 -0.004 0.012
C -2.78372 3.69533 2.87492 -0.018 0.005 0.072
H 1.31009 6.27857 -1.19071 -0.024 -0.001 -0.008
H -0.07885 2.42483 1.36851 -0.035 0.005 0.001
C 1.51955 2.97951 -0.56903 0.262 -0.068 0.314
H -2.03575 -2.45333 3.96516 0.007 -0.003 -0.008
C -0.39162 3.43929 -1.75872 0.095 0.011 -0.009
H 0.28483 -6.58693 -1.73491 -0.007 0.017 0.019
H -4.15136 -3.74446 -1.03203 -0.023 -0.065 -0.016
N -1.91720 3.28112 1.77869 -0.005 0.057 0.043
C 0.31003 -4.22036 -0.60736 0.018 0.102 0.048
H 1.85280 0.97871 2.34705 0.014 0.032 -0.007
H -0.04598 -6.07103 -3.33412 -0.024 0.028 -0.008
C -1.73183 -0.39919 4.49561 -0.016 0.013 0.046
C -4.23739 0.53882 -2.88074 0.053 0.063 -0.026
H 2.96212 0.06712 -3.32347 -0.023 -0.006 0.036
N 0.38971 2.53129 -1.13042 -0.128 0.017 0.061
H 3.72716 -3.57692 1.97631 0.002 0.002 -0.004
C -0.18209 -3.49854 -2.84644 0.044 0.107 0.059
C 2.31307 -0.83638 3.37475 -0.007 0.037 -0.104
C -1.75951 -1.46755 3.61269 0.010 -0.012 -0.046
C 3.23557 -1.78129 0.92467 -0.035 0.060 -0.003
H -0.25394 3.04415 2.98839 -0.047 -0.001 0.015
C 3.30139 -2.58463 2.04736 -0.034 0.011 0.086
```
Forces are in eV/Å.

Values from the calculation:
ΔE to the lowest compared entry with this formula, charge and spin: 0.000 eV
E_HOMO: -12.902 eV
DFT total energy: -3468.40312 Ha
largest force on an atom: 0.87 eV/A
molecular weight: 803.7 g/mol
net charge: +2
HOMO-LUMO gap: 0.2839 Eh